Entry from OMol25: a 10-piece molecular cluster, C38H42BN3O29S overall (ωB97M-V with the def2-TZVPD basis set).

```
114
Properties=species:S:1:pos:R:3:forces:R:3
C 0.285 -3.687 -2.259 -0.15 -0.42 0.07
C -0.501 -2.869 -2.683 -1.00 0.33 1.01
C -1.657 -1.912 -2.729 1.26 -0.83 -0.42
N -2.843 -2.425 -3.062 0.83 2.40 0.65
C -3.795 -1.437 -3.010 -2.26 0.00 -0.20
C -5.179 -1.825 -3.301 -0.11 0.54 0.03
C -6.243 -0.926 -3.244 1.71 0.63 0.07
N -7.591 -1.397 -3.506 0.10 -0.30 0.89
C -8.175 -1.706 -2.479 0.21 1.03 1.14
S -8.725 -1.793 -0.990 0.00 -0.43 -1.45
C -6.006 0.489 -2.885 0.93 -1.46 -0.28
C -4.692 0.869 -2.628 -0.63 -0.17 -0.14
C -3.565 -0.063 -2.663 -0.89 0.42 -0.20
N -2.322 0.422 -2.361 0.17 -1.77 -0.14
C -1.371 -0.517 -2.382 -0.34 -0.06 0.01
B 0.142 -0.087 -2.023 0.71 -0.24 -0.33
O 0.565 0.315 -0.752 -0.62 0.29 -0.98
O 1.098 -0.149 -3.029 -0.99 0.53 0.33
H 0.894 -4.509 -1.840 -0.44 1.02 -0.78
H -5.376 -2.878 -3.568 0.19 0.69 0.19
H -6.846 1.202 -2.823 0.61 -0.54 -0.09
H -4.508 1.934 -2.379 0.16 -0.87 -0.09
H 0.427 1.278 -0.726 0.16 -0.30 0.34
H 0.660 -0.153 -3.896 0.34 -0.37 0.25
C 3.758 1.990 -3.318 -0.56 -0.32 -0.07
C 4.576 2.550 -2.188 -0.19 0.24 0.45
O 5.915 2.297 -2.613 -0.10 -0.07 -0.34
C 5.900 2.188 -3.970 0.22 -0.02 -0.22
O 6.873 2.143 -4.650 -0.09 0.01 0.09
O 4.627 2.139 -4.443 0.39 0.09 0.27
H 2.828 2.529 -3.468 0.23 -0.03 -0.14
H 3.533 0.929 -3.184 0.05 0.03 0.01
H 4.440 3.628 -2.068 -0.01 -0.03 -0.05
H 4.369 2.060 -1.238 0.20 -0.05 -0.04
C -0.354 4.494 -5.431 -0.14 0.12 -0.56
C -1.304 3.688 -4.586 -0.64 -0.11 -0.12
O -0.453 3.175 -3.561 0.68 0.23 -0.09
C 0.616 4.006 -3.470 -0.11 -0.01 0.06
O 1.436 3.959 -2.601 -0.27 0.01 -0.02
O 0.639 4.896 -4.489 0.00 -0.25 0.38
H -0.830 5.360 -5.887 0.17 0.09 0.13
H 0.121 3.898 -6.213 0.02 0.00 0.06
H -2.081 4.300 -4.123 0.06 -0.02 0.06
H -1.775 2.880 -5.142 0.09 -0.11 0.19
C 3.090 -4.256 1.258 -0.21 0.17 0.51
C 4.481 -4.442 0.734 0.72 0.20 0.15
O 4.311 -5.439 -0.282 -0.74 0.11 -0.13
C 3.022 -5.379 -0.687 0.15 -0.14 -0.08
O 2.588 -5.959 -1.641 -0.02 0.16 0.20
O 2.284 -4.580 0.117 0.21 -0.27 -0.35
H 2.903 -3.239 1.594 -0.17 -0.04 -0.20
H 2.851 -4.945 2.067 -0.01 -0.03 -0.12
H 4.880 -3.535 0.273 -0.07 -0.03 -0.06
H 5.170 -4.781 1.497 -0.01 -0.20 -0.23
C -0.496 4.642 -0.243 0.52 0.04 0.06
C -1.193 5.003 1.042 0.31 0.05 0.55
O -2.517 5.316 0.603 -0.02 -0.19 -0.39
C -2.717 4.672 -0.575 -0.22 -0.04 -0.03
O -3.770 4.586 -1.125 0.10 -0.02 0.00
O -1.561 4.138 -1.046 -0.40 0.17 0.14
H 0.274 3.886 -0.106 -0.08 -0.02 -0.16
H -0.057 5.508 -0.742 0.00 -0.04 0.02
H -1.243 4.167 1.743 -0.05 0.03 -0.03
H -0.736 5.855 1.542 -0.24 0.05 0.00
C 4.707 -2.034 6.088 0.12 0.20 0.52
C 4.203 -1.176 4.959 -0.17 0.57 0.09
O 4.472 -1.982 3.811 0.03 -0.40 0.11
C 4.534 -3.272 4.226 0.06 -0.16 0.09
O 4.578 -4.211 3.492 0.06 0.28 0.51
O 4.538 -3.356 5.577 -0.03 0.08 -0.45
H 4.139 -1.895 7.006 -0.02 -0.22 -0.05
H 5.767 -1.870 6.299 -0.02 -0.03 -0.06
H 3.128 -0.994 5.018 0.03 -0.06 -0.01
H 4.720 -0.221 4.893 0.04 -0.10 -0.21
C -4.450 4.780 3.380 -0.07 0.32 -0.50
C -5.286 4.906 4.625 -0.44 0.32 0.08
O -4.867 3.785 5.401 0.32 -0.04 -0.18
C -3.619 3.443 4.982 0.22 -0.09 0.15
O -2.917 2.657 5.533 -0.07 0.08 -0.02
O -3.279 4.117 3.855 -0.18 -0.21 0.26
H -4.198 5.744 2.943 0.21 -0.11 0.03
H -4.921 4.156 2.617 0.00 0.00 0.04
H -5.071 5.820 5.182 0.06 -0.05 -0.03
H -6.354 4.860 4.418 0.04 -0.19 0.12
C -1.713 -5.999 -0.226 0.50 0.10 0.01
C -2.757 -5.372 -1.110 0.11 0.40 -0.42
O -3.850 -6.283 -1.005 0.18 -0.18 0.37
C -3.709 -6.954 0.169 -0.25 -0.17 0.09
O -4.535 -7.666 0.639 0.10 0.07 -0.03
O -2.497 -6.703 0.736 -0.29 0.02 -0.21
H -1.074 -5.261 0.257 -0.08 -0.10 0.15
H -1.084 -6.715 -0.762 -0.04 0.01 -0.01
H -3.077 -4.391 -0.749 0.01 -0.03 0.00
H -2.427 -5.276 -2.143 -0.19 -0.05 0.00
C -2.020 7.603 7.939 0.01 0.31 0.41
C -2.718 6.275 7.814 -0.24 -0.31 0.45
O -2.794 6.092 6.400 0.23 0.31 -0.09
C -1.801 6.835 5.839 0.17 -0.02 -0.32
O -1.484 6.776 4.696 -0.09 0.03 0.10
O -1.223 7.652 6.757 -0.22 -0.30 -0.15
H -1.399 7.668 8.830 0.13 0.03 -0.16
H -2.717 8.445 7.930 0.01 -0.04 -0.04
H -2.141 5.454 8.245 0.01 0.02 -0.06
H -3.712 6.279 8.258 -0.03 -0.07 -0.21
C 5.038 -7.625 -3.263 -0.57 -0.05 -0.02
C 5.937 -7.133 -2.162 -0.08 0.12 0.40
O 7.241 -7.445 -2.655 -0.13 -0.10 -0.39
C 7.156 -7.522 -4.010 0.23 -0.02 -0.20
O 8.092 -7.601 -4.737 -0.09 0.01 0.08
O 5.861 -7.493 -4.423 0.36 0.01 0.24
H 4.131 -7.032 -3.359 0.10 0.01 -0.14
H 4.763 -8.676 -3.143 0.07 0.01 0.00
H 5.864 -6.056 -2.013 0.02 -0.05 -0.06
H 5.750 -7.634 -1.214 0.20 0.00 -0.03
```
Positions in Å, forces in eV/Å.

Energy = -4242.595547 a.u.
HOMO = -9.368 eV
HOMO-LUMO gap = 8.425 eV
Strongest force on any atom = 2.62 eV Å⁻¹
SMILES string = C#Cc1nc2cc(N=C=S)ccc2nc1B(O)O.O=C1OCCO1.O=C1OCCO1.O=C1OCCO1.O=C1OCCO1.O=C1OCCO1.O=C1OCCO1.O=C1OCCO1.O=C1OCCO1.O=C1OCCO1